Entry 1:
60
Properties=species:S:1:pos:R:3 method="wB97M-V/def2-TZVPD" energy_ha=-1764.39712 total_charge=+4 homo_ev="-18.6 / -21.0" spin_multiplicity=6 gap_ev="4.47 / 2.61" relative_energy_kcal_mol=22.1 fmax_ev_per_a=7.255 e_lumo_ev="-14.100 / -18.384"
N 1.6486 0.3783 -1.6643
C 2.2768 -0.2263 -2.4576
C 2.9620 -0.9697 -3.5028
H 3.1187 -2.0136 -3.1838
H 3.9389 -0.5304 -3.7312
H 2.3413 -0.9695 -4.4099
N -0.8943 2.7183 -1.9847
C -1.4981 3.4536 -2.6631
C -2.2534 4.3722 -3.4763
H -1.6557 5.2637 -3.6885
H -3.1645 4.6727 -2.9491
H -2.5257 3.8876 -4.4225
N -2.6425 -0.8324 0.3042
C -3.6353 -1.3486 0.6132
C -4.9225 -1.9271 0.9492
H -5.6830 -1.5976 0.2356
H -5.2375 -1.6309 1.9547
H -4.8659 -3.0200 0.9045
Ir -1.1795 0.1390 -0.7135
C -2.5768 1.4489 -0.9943
O -3.5147 2.0968 -1.1743
C -0.6429 0.1485 -2.5137
O -0.4129 0.1810 -3.6562
C 2.3456 3.4545 0.5542
C 2.4546 2.6122 1.6737
C 1.4943 2.6263 2.7063
C 0.4297 3.5310 2.5921
C 0.3132 4.3765 1.4859
C 1.2674 4.3414 0.4623
H 3.1491 3.4701 -0.1844
H 3.3207 1.9697 1.7436
H 1.5434 1.9256 3.5339
H -0.2400 3.6725 3.4330
H -0.5446 5.0284 1.4114
H 1.2024 5.0010 -0.3981
C -0.2671 -1.6463 4.1277
C -0.8267 -1.1892 2.8043
O 0.2496 -1.3424 1.8163
P 0.0198 -1.5467 0.2254
O 1.4876 -1.9904 -0.2447
C 2.6264 -2.2286 0.6236
C 3.1733 -0.9944 1.2755
O -0.8429 -2.9085 0.1881
C -0.9185 -3.9113 -0.8579
C -0.2287 -3.5560 -2.1473
H -0.0168 -2.7077 4.0594
H -1.0228 -1.5273 4.9048
H 0.6363 -1.0918 4.3904
H -1.6987 -1.7712 2.4762
H -1.1367 -0.1387 2.8047
H 2.3263 -2.9661 1.3696
H 3.3701 -2.6956 -0.0243
H 2.5732 -0.6967 2.1338
H 4.1837 -1.2033 1.6298
H 3.2230 -0.1559 0.5863
H -1.9775 -4.1060 -1.0407
H -0.4957 -4.8291 -0.4315
H 0.8555 -3.5882 -2.0349
H -0.4692 -4.3310 -2.8799
H -0.5404 -2.5812 -2.5446



Entry 2:
2
Properties=species:S:1:pos:R:3 method="wB97M-V/def2-TZVPD" energy_ha=-1.07811 homo_ev=-12.0 gap_ev=12.39 relative_energy_kcal_mol=51.9 fmax_ev_per_a=4.877 e_lumo_ev=0.396
H 0.0000 0.0000 0.6529
H 0.0000 0.0000 -0.6529



Entry 3:
67
Properties=species:S:1:pos:R:3 method="wB97M-V/def2-TZVPD" energy_ha=-3097.01571 total_charge=-2 homo_ev="-0.7 / -0.9" spin_multiplicity=8 gap_ev="4.94 / 5.16" relative_energy_kcal_mol=10.5 fmax_ev_per_a=2.358 e_lumo_ev="4.279 / 4.279"
Eu 0.0775 -0.0789 1.3403
C -1.6335 2.3132 1.0672
C -2.2200 1.5116 0.0640
C -2.8233 0.3569 0.6581
C -2.6279 0.4820 2.0752
C -1.9103 1.6679 2.3001
C -1.6111 2.2155 3.7038
C -3.3047 -0.3555 3.1336
C -3.7211 -0.6698 0.0185
C -2.3827 1.9498 -1.3734
C -0.9221 3.6199 0.8789
H -2.3994 2.8858 4.0360
H -0.6333 2.7319 3.7319
H -1.5114 1.4156 4.4465
H -3.3396 0.1730 4.0784
H -2.8204 -1.3430 3.3026
H -4.3338 -0.5251 2.8237
H -4.7728 -0.5529 0.3672
H -3.4304 -1.6971 0.3012
H -3.6870 -0.6107 -1.0758
H -3.3134 2.5211 -1.5546
H -2.3876 1.1440 -2.0865
H -1.5393 2.5656 -1.6655
H -1.2653 4.3201 1.6636
H -1.1861 4.0712 -0.0494
H 0.1761 3.5418 0.9315
S -0.3793 -3.2992 2.4207
C -0.9186 -3.5899 0.8247
N -0.9628 -2.7025 -0.1350
C -1.4602 -3.2353 -1.3019
C -1.6238 -2.4495 -2.4510
C -2.1525 -3.0339 -3.5900
C -2.4422 -4.4047 -3.5490
C -2.2140 -5.2159 -2.4329
C -1.7704 -4.5955 -1.2889
S -1.5078 -5.2177 0.3082
H -1.4315 -1.4086 -2.4559
H -2.2717 -2.4601 -4.4676
H -2.7463 -4.9015 -4.4805
H -2.4198 -6.2881 -2.4703
C 3.7177 -1.4356 1.3304
N 4.0580 -0.1161 0.8993
C 5.2816 0.4322 1.3198
C 5.1676 1.7629 1.3750
N 3.9186 2.1630 0.9027
C 2.9947 0.9653 0.9687
S 2.2706 0.9288 2.7526
H 4.5695 -2.1130 1.0561
H 2.8488 -1.8446 0.8805
H 3.5099 -1.4706 2.3986
H 6.1368 -0.1954 1.5239
H 5.9451 2.4696 1.5153
H 3.5117 2.8809 1.4878
C 0.8741 0.4429 -2.0745
C 2.1187 1.0344 -1.4092
C 3.3496 0.2321 -2.0457
C 2.2134 2.4844 -1.8645
N 1.9709 0.8636 0.0302
H 0.8523 0.6266 -3.1403
H 0.0169 0.9427 -1.6491
H 0.8293 -0.6496 -1.8418
H 3.3293 0.3882 -3.0895
H 3.2980 -0.8300 -1.7871
H 4.3072 0.6432 -1.6545
H 2.3103 2.5405 -2.9550
H 3.0994 2.9393 -1.4598
H 1.3239 3.0630 -1.5177



Entry 4:
123
Properties=species:S:1:pos:R:3 method="wB97M-V/def2-TZVPD" energy_ha=-5015.00956 total_charge=-2 homo_ev=-1.3 gap_ev=4.89 relative_energy_kcal_mol=91.0 fmax_ev_per_a=1.529 e_lumo_ev=3.597
K -1.7340 1.2043 0.9223
Cl -1.7504 -4.8448 5.4946
C -1.3533 -3.2712 4.8459
C -2.0650 -2.8154 3.7426
C -1.8211 -1.5465 3.1869
N -2.6076 -0.9023 2.2313
C -3.6001 -1.5325 1.5941
O -3.7859 -2.7405 1.3714
C -4.6797 -0.5570 1.1469
C -5.8878 -0.5955 1.8434
C -6.8863 0.2925 1.4868
C -6.6555 1.1900 0.4482
C -5.4266 1.1589 -0.1856
N -4.4459 0.3046 0.1476
C -0.7353 -0.8122 3.7275
C -0.0633 -1.2600 4.8514
C -0.3619 -2.4876 5.4199
Cl 0.5266 -2.9927 6.8354
N -0.5293 0.5148 3.2763
C 0.4269 1.0388 2.6394
O 2.6133 0.5251 3.6605
C 0.3631 2.5374 2.4933
C 0.1449 3.3388 3.6051
C 0.1745 4.7135 3.4387
C 0.3862 5.2339 2.1725
C 0.5547 4.3531 1.1169
N 0.5548 3.0266 1.2709
H -2.8419 -3.4317 3.3113
H -6.0164 -1.3118 2.6498
H -7.8330 0.2967 2.0177
H -7.4012 1.9153 0.1480
H -5.1966 1.8647 -0.9795
H 0.6951 -0.6249 5.2962
H -0.0336 2.8709 4.5626
H 0.0268 5.3723 4.2864
H 0.4064 6.3013 1.9998
H 0.6881 4.7188 0.0999
C 0.2257 -2.3022 0.1591
N 1.2915 -1.4397 -0.2903
C 1.2294 -0.0664 0.2040
P 2.0462 0.2560 1.9483
C 2.6251 -1.3194 2.4319
C 3.2912 -2.4173 1.8425
C 4.4047 -2.9540 2.4537
C 5.0457 -2.1910 3.5118
C 4.4592 -1.1218 4.0960
C 3.0022 -0.8547 3.8143
C 3.2888 1.5089 1.2915
C 3.1753 2.2346 0.0984
C 4.2385 2.9832 -0.4034
C 5.4508 3.0247 0.2727
C 5.5819 2.3110 1.4562
C 4.5152 1.5644 1.9540
C 2.3082 -1.8496 -1.1083
C 2.3206 -3.1176 -1.7267
C 3.3673 -3.4911 -2.5605
C 4.4431 -2.6401 -2.8081
C 4.4574 -1.4048 -2.1665
C 3.4240 -1.0115 -1.3291
P -1.4804 -2.0576 -0.6812
C -1.8400 -3.7895 -1.2298
C -1.7179 -4.8259 -0.2946
C -1.9779 -6.1465 -0.6423
C -2.4052 -6.4626 -1.9275
C -2.5999 -5.4374 -2.8461
C -2.3298 -4.1163 -2.4980
C -1.2554 -1.2193 -2.3216
C -0.4323 -1.6098 -3.3832
C -0.5857 -1.0486 -4.6451
C -1.5547 -0.0705 -4.8712
C -2.3547 0.3536 -3.8237
C -2.2051 -0.2201 -2.5613
H 0.0531 -2.0623 1.2058
H 0.5068 -3.3473 0.1362
H 0.1655 0.2009 0.2850
H 1.6276 0.5772 -0.5669
H 2.9937 -2.8158 0.8827
H 4.9002 -3.8221 2.0357
H 6.0719 -2.4506 3.7778
H 4.9897 -0.4860 4.8055
H 2.3934 -1.3144 4.6015
H 2.2357 2.2688 -0.4387
H 4.1061 3.5406 -1.3260
H 6.2814 3.6025 -0.1211
H 6.5192 2.3283 1.9999
H 4.6364 0.9948 2.8636
H 1.5001 -3.8122 -1.5733
H 3.3337 -4.4719 -3.0254
H 5.2550 -2.9403 -3.4614
H 5.3043 -0.7357 -2.2980
H 3.5048 -0.0716 -0.7919
H -1.4455 -4.5900 0.7312
H -1.8590 -6.9296 0.1002
H -2.5914 -7.4941 -2.2061
H -2.9679 -5.6644 -3.8420
H -2.5019 -3.3322 -3.2258
H 0.2877 -2.4033 -3.2517
H 0.0333 -1.4015 -5.4633
H -1.6874 0.3495 -5.8623
H -3.1005 1.1261 -3.9779
H -2.8613 0.0899 -1.7500
C 2.8926 1.2664 -4.2304
N 1.7895 2.2239 -4.0831
C 1.3377 2.9162 -5.2805
C 0.9316 2.0852 -3.0563
N 0.2573 2.0378 -2.1077
H 3.8060 1.7988 -4.5029
H 2.6732 0.5266 -5.0030
H 3.0587 0.7413 -3.2936
H 2.1686 3.4787 -5.7062
H 0.5384 3.6094 -5.0255
H 0.9685 2.2148 -6.0337
C -4.5371 5.5037 -1.5525
C -3.3438 4.9265 -1.9872
C -2.6598 4.0206 -1.1637
C -3.0990 3.6176 0.1246
C -4.3079 4.2493 0.5073
C -5.0157 5.1594 -0.2857
H -5.0766 6.2037 -2.1784
H -2.9494 5.1833 -2.9710
H -1.7327 3.5956 -1.5650
H -4.7429 4.0130 1.4822
H -5.9454 5.5982 0.0758